Entry 1:
Density functional theory data (wB97M-V/def2-TZVPD) for 2 unconnected molecules or ions with the total composition C12H19NO2 in a non-equilibrium geometry.

CARTESIAN COORDINATES (ANGSTROEM)
C 3.010363 0.417076 -0.282592
C 2.165318 -0.382397 -1.314529
N 1.772401 -1.712062 -0.924938
C 0.707312 -1.732910 0.061448
C 2.321588 -2.857158 -1.428919
C 3.058490 -2.840204 -2.749146
O 2.127177 -3.905828 -0.833929
H 3.595199 -0.260481 0.325459
H 2.279785 0.745953 0.471769
H 3.447806 1.284155 -0.752840
H 1.325597 0.271587 -1.577218
H 2.752017 -0.375318 -2.204167
H 0.497420 -0.746638 0.441280
H -0.207055 -2.152798 -0.365114
H 0.952694 -2.395114 0.864850
H 2.980244 -3.806654 -3.124145
H 2.787394 -2.019665 -3.334647
H 4.096485 -2.714148 -2.421676
C -2.058555 2.062671 3.868996
C -2.217960 1.895269 2.385872
C -2.183478 0.612528 1.814340
C -1.977956 0.449201 0.466683
C -2.031398 1.569338 -0.376444
O -1.771584 1.469536 -1.709509
C -2.328502 2.797713 0.166849
C -2.457982 2.963387 1.545562
H -1.622457 3.043498 4.071908
H -1.416087 1.346621 4.373914
H -3.016650 2.100409 4.398995
H -2.259213 -0.244940 2.470373
H -1.890251 -0.529049 0.013511
H -1.748657 0.566016 -2.011993
H -2.463353 3.613748 -0.534634
H -2.499962 3.985130 1.904417

Atomic forces in eV per Å
-2.38 -0.97 0.86
0.72 1.23 -0.18
0.01 1.42 -0.37
-0.01 -1.03 -0.26
-1.15 -0.43 0.60
1.21 0.76 3.01
0.05 -0.24 -0.20
1.04 0.07 -0.43
0.21 0.49 -0.13
0.56 0.00 0.14
-0.36 -0.40 0.12
0.42 -0.54 -0.78
0.14 0.29 0.01
-0.06 0.10 -0.18
0.26 -0.29 0.67
-0.34 -1.41 -1.09
-0.45 0.83 -1.34
0.18 0.08 -0.45
-0.47 0.95 0.47
-0.61 -0.74 0.33
0.54 0.34 0.45
-0.75 0.27 -0.70
0.22 -0.86 0.58
-0.10 0.83 -0.28
-0.37 0.28 -0.53
1.27 0.21 -0.60
0.11 0.01 -0.06
-0.03 -0.31 -0.30
-0.01 -0.27 -0.08
0.31 -0.10 0.00
0.04 -0.13 0.11
-0.02 -0.50 0.12
0.08 0.14 0.21
-0.27 -0.10 0.25

Calculated values
E_LUMO, eV: 0.62
ΔE to the lowest compared entry with this formula, charge and spin, eV: 0.572
SMILES: CCN(C)C(C)=O.Cc1ccc(O)cc1
Gap between HOMO and LUMO, eV: 9.09

***

Entry 2:
Density functional theory data (wB97M-V/def2-TZVPD) for 19 unconnected molecules or ions with the total composition C53H136F9N10O17S3 in a non-equilibrium geometry.

CARTESIAN COORDINATES (ANGSTROEM)
C 2.441792 -4.494557 2.649152
C 2.953802 -5.508522 3.739255
C 4.538885 -5.766286 3.493955
C 5.185212 -5.665407 4.859979
N 6.644974 -6.112889 4.861794
C 7.152342 -5.691234 6.284254
C 7.817053 -4.279328 6.159713
C 7.859881 -4.000149 4.616667
C 7.542763 -5.323342 3.935562
C 6.739228 -7.564324 4.562566
H 1.400471 -4.379854 2.802188
H 2.492485 -5.009012 1.724988
H 2.920592 -3.518183 2.647351
H 2.457139 -6.463428 3.744910
H 2.838759 -5.051425 4.697057
H 4.922030 -5.014694 2.818118
H 4.740190 -6.772609 3.109929
H 4.666767 -6.353711 5.509066
H 5.177131 -4.664101 5.287822
H 7.919320 -6.385101 6.617819
H 6.293476 -5.756528 6.949507
H 8.852692 -4.223982 6.556769
H 7.259692 -3.527053 6.694735
H 8.796509 -3.607634 4.261798
H 7.142079 -3.209177 4.357448
H 8.377636 -6.026838 3.931351
H 7.025718 -5.418380 2.991724
H 6.351679 -7.706163 3.514130
H 6.100456 -8.126092 5.283462
H 7.728082 -7.949694 4.618957
C -4.263125 -2.508867 2.896310
C -3.084857 -2.757073 1.972892
C -2.919891 -1.622016 0.878789
C -1.564008 -1.573317 0.271621
N -1.183291 -0.434585 -0.575093
C 0.000951 -0.797059 -1.481619
C 1.009738 0.297526 -1.326914
C 0.822056 0.684870 0.152458
C -0.732231 0.784812 0.209584
C -2.321400 0.047173 -1.383866
H -4.137389 -1.579773 3.460980
H -4.387074 -3.312795 3.613435
H -5.176498 -2.356990 2.237758
H -3.265824 -3.648070 1.390018
H -2.159706 -2.877460 2.583449
H -3.144114 -0.642323 1.271599
H -3.636443 -1.791913 0.113329
H -1.335644 -2.476738 -0.328594
H -0.706358 -1.588157 0.939801
H -0.404600 -0.830564 -2.501742
H 0.343512 -1.784816 -1.128652
H 0.693291 1.121114 -1.972821
H 1.991234 0.026615 -1.728084
H 1.183622 1.645522 0.440432
H 1.206417 -0.066051 0.780285
H -1.012563 1.668179 -0.295401
H -1.246826 0.722276 1.160914
H -2.653407 -0.778079 -2.042751
H -1.895803 0.833254 -2.066524
H -3.066844 0.468695 -0.733468
C -0.815105 -2.296140 -7.619430
C -1.398029 -2.423464 -8.991555
C -2.898708 -2.604869 -9.004672
O -3.455650 -1.489211 -8.401789
C -4.750204 -1.504567 -7.903166
N -1.174064 -1.141553 -9.768863
H -1.648255 -0.437730 -9.182145
H -0.156779 -0.923214 -9.840024
H -1.483728 -1.096003 -10.746651
H -1.312039 -1.389122 -7.288626
H 0.301122 -2.249976 -7.589645
H -1.196801 -3.153740 -6.949390
H -1.042475 -3.259298 -9.555944
H -3.180036 -3.456156 -8.455669
H -3.332590 -2.680601 -10.061429
H -4.790309 -1.696484 -6.804506
H -5.447596 -2.221248 -8.412480
H -5.255728 -0.584875 -8.235474
C -11.383686 -5.522774 -1.297282
C -12.812528 -5.188775 -1.867641
C -12.834029 -3.749337 -2.497260
O -11.662943 -3.469436 -3.278687
C -11.453256 -2.047015 -3.428620
N -13.402367 -6.253606 -2.800103
H -14.238883 -5.919641 -3.221911
H -12.737559 -6.518423 -3.553039
H -13.503637 -7.164678 -2.343479
H -11.331996 -4.933325 -0.383935
H -10.612847 -5.090891 -1.991639
H -11.308250 -6.565998 -1.052731
H -13.580851 -5.204847 -1.116384
H -12.929135 -3.079721 -1.636843
H -13.778595 -3.699467 -3.048443
H -11.588082 -1.543786 -2.478686
H -12.148110 -1.519476 -4.111059
H -10.483928 -1.834364 -3.860163
C -9.033650 -9.559785 10.211448
C -7.773194 -10.364127 10.490132
C -6.682860 -9.582907 11.181346
O -5.683522 -10.551074 11.433256
C -4.290991 -10.190725 11.498734
N -8.051212 -11.601892 11.234336
H -8.554676 -12.274930 10.646355
H -7.167391 -12.041478 11.601532
H -8.636423 -11.437990 12.056781
H -9.720515 -10.236492 9.692813
H -8.793184 -8.715110 9.543304
H -9.439762 -9.205595 11.169333
H -7.285404 -10.625426 9.567662
H -6.954157 -9.034033 12.083239
H -6.324893 -8.880777 10.441953
H -4.106654 -9.672979 12.429374
H -4.003949 -9.584447 10.587287
H -3.646182 -11.041743 11.510562
C -13.441989 5.330772 7.574973
C -12.716575 6.314238 8.380154
C -10.270096 5.897801 7.436005
O -9.766709 6.985552 7.761432
C -8.247274 6.955647 8.278442
N -12.818800 7.805534 8.245995
H -13.763482 8.225577 8.278188
H -12.287064 8.209088 9.018052
H -12.326612 8.199227 7.407512
H -12.936913 4.370647 7.466056
H -13.625810 5.602271 6.531313
H -14.325437 4.962641 8.157041
H -12.357371 5.985006 9.354182
H -11.185170 5.893644 6.892931
H -9.714831 4.986068 7.451700
H -7.708365 7.510001 7.597133
H -7.976825 5.905822 8.258140
H -8.118002 7.492821 9.271930
C 7.263766 13.268192 15.012493
C 7.164540 14.600968 14.941950
C 4.844432 5.933933 8.266194
O 5.533629 6.938248 8.374726
C 5.449456 7.731561 9.714223
N 5.844578 14.927112 14.516104
H 5.708245 15.378838 13.593495
H 5.434661 13.993337 14.404456
H 5.266968 15.368834 15.211280
H 6.414215 12.709705 14.520542
H 8.086633 12.585649 15.043239
H 8.260938 13.866996 12.832607
H 7.819435 15.450659 15.068495
H 5.015288 5.395961 7.361874
H 4.121180 5.519764 9.015836
H 5.191433 6.944567 10.459625
H 4.716655 8.544867 9.545725
H 6.409331 8.164274 9.786614
C 17.279180 6.675570 -1.039020
C 17.049676 6.603804 -2.415986
C 12.021655 7.924947 1.162125
O 12.242996 9.169775 1.097865
C 12.660391 9.690590 -0.346836
N 17.230597 8.020721 -3.249845
H 17.203734 7.920458 -4.309152
H 16.756146 8.824548 -2.900964
H 18.266438 8.149100 -3.254712
H 13.217785 3.498462 -3.676291
H 17.766812 7.526133 -0.413420
H 17.835372 5.940993 -0.436746
H 17.185087 5.786704 -3.076724
H 11.803506 7.433817 0.208126
H 12.172567 7.474298 2.120812
H 13.757287 9.649701 -0.385582
H 12.281179 10.725014 -0.235879
H 12.058362 9.132228 -1.053411
C -3.552669 5.814313 -8.629855
C -3.239429 6.100768 -10.062119
C -3.270069 7.595151 -10.379625
O -2.878399 8.338032 -9.347170
C -3.281562 9.753980 -9.399336
N -1.797266 5.488863 -10.330084
H -1.127097 5.847712 -9.643364
H -1.837060 4.471049 -10.255090
H -1.524038 5.697987 -11.278208
H -4.405995 6.367145 -8.268059
H -2.650064 6.060061 -8.057639
H -3.756965 4.786928 -8.396170
H -3.878294 5.479536 -10.716799
H -4.287332 7.885237 -10.707487
H -2.670564 7.794073 -11.218238
H -2.610393 10.233653 -8.714421
H -4.368338 9.786528 -9.029546
H -3.336949 10.002763 -10.456315
C 7.035720 -4.711721 -10.793259
C 8.318557 -4.135631 -11.425789
C 8.307938 -2.567851 -11.256020
O 9.569237 -2.041420 -11.200657
C 9.748575 -0.588898 -11.196485
N 9.661806 -4.638479 -10.869767
H 9.697632 -4.588163 -9.823639
H 9.943989 -5.576446 -11.147724
H 10.319057 -3.882424 -11.105481
H 7.003564 -4.786101 -9.681236
H 6.877538 -5.716680 -11.140440
H 6.287889 -4.005768 -11.123770
H 8.351912 -4.215445 -12.489901
H 7.754365 -2.281354 -10.376787
H 7.797450 -2.169573 -12.159976
H 9.188072 -0.160769 -10.344533
H 9.318200 -0.273694 -12.131093
H 10.790156 -0.350660 -11.101345
C 4.636741 -3.653062 -1.613194
F 4.199155 -4.583613 -0.697181
F 5.701300 -4.110916 -2.320212
F 3.653269 -3.490644 -2.465377
S 4.991198 -1.996891 -0.895594
O 3.777608 -1.725979 -0.172458
O 6.102301 -2.203784 0.063861
O 5.350054 -1.130139 -1.981175
C 0.387735 2.477323 -9.255030
F 0.633356 1.441821 -10.137169
F 1.197267 2.401744 -8.174418
F 0.594590 3.618891 -9.939658
S -1.307036 2.483837 -8.823344
O -1.400011 3.579639 -7.821307
O -2.143202 2.704996 -10.030852
O -1.500082 1.177939 -8.172268
C -4.398926 -4.151403 -3.707152
F -4.810456 -2.887883 -3.468367
F -5.328213 -4.890006 -4.137866
F -3.857476 -4.655568 -2.640102
S -6.739712 -4.592163 -1.505258
O -5.750678 -3.727946 -0.833729
O -7.298910 -3.844921 -2.631986
O -6.251354 -5.945125 -1.897908

Atomic forces in eV per Å
0.15 -1.55 1.45
2.24 1.14 -1.83
-1.56 0.19 1.01
0.65 -0.28 -0.99
0.09 1.10 2.17
0.76 -0.07 -0.37
0.34 -0.56 -0.98
-1.04 0.34 0.04
-0.25 -1.41 0.69
-1.95 -0.34 -0.44
-1.22 0.47 0.30
0.50 -0.04 -1.27
0.28 -0.22 -0.05
-0.44 -0.19 -0.20
-0.11 0.21 0.87
0.05 0.10 -0.29
-0.41 0.37 -0.25
-0.03 -0.11 0.52
-0.13 0.03 -0.14
-0.16 -0.37 -0.18
0.18 0.09 0.03
-0.74 -0.54 -0.08
-0.30 0.22 0.00
0.52 -0.08 0.04
-0.06 -0.42 -0.04
0.56 0.67 -0.43
0.32 0.83 -0.53
0.50 -0.04 1.21
0.40 0.44 -0.61
0.95 0.06 0.15
-0.94 0.89 -1.15
0.81 0.97 -0.46
0.13 -0.20 1.42
2.07 -1.89 -0.17
-0.50 1.77 -1.14
-0.57 -0.82 -0.30
-0.07 0.71 -0.06
-1.52 0.61 -1.02
1.61 -1.88 0.78
0.75 -0.05 -2.25
0.08 -0.05 0.00
-0.24 -0.18 -0.10
0.80 -0.47 1.03
0.12 -0.53 0.08
-0.42 0.08 -0.59
-0.21 0.42 0.62
-0.81 -0.32 -0.70
-0.67 0.35 0.05
-0.27 -0.16 0.95
0.24 -0.48 0.32
0.10 0.52 -0.40
-0.05 0.25 0.14
0.03 -0.23 0.76
0.74 0.58 0.09
0.57 -0.95 0.92
-0.53 0.81 -0.65
0.27 0.16 0.35
-0.34 0.41 0.61
-0.64 -0.59 0.69
-0.44 -0.04 0.00
-0.33 -0.80 0.97
-0.82 -0.77 -1.34
-1.21 0.75 -1.25
0.97 1.27 0.07
-2.26 -0.53 -0.26
1.68 -0.22 -0.04
0.10 0.95 -0.19
-0.89 0.10 0.50
-0.52 -0.36 0.47
0.53 0.26 0.89
-0.99 0.08 -0.02
0.72 1.27 -1.13
0.76 -0.38 -0.49
-0.15 -1.57 0.55
0.80 -0.23 1.01
0.05 0.34 -0.80
0.98 -0.19 0.38
0.50 0.21 0.81
-1.19 1.33 -1.22
1.23 0.74 -0.03
0.46 -1.17 -0.08
-1.27 0.37 0.49
-0.70 0.33 -0.48
2.92 -0.79 -0.60
-1.13 0.07 -0.41
-0.30 0.68 0.08
-0.61 0.35 0.37
0.14 -0.12 0.14
-0.60 -0.95 0.60
0.43 -0.44 0.01
-0.08 0.28 0.74
0.17 0.13 -0.10
0.07 0.49 -0.42
0.33 0.00 0.42
-0.20 -0.82 0.10
0.39 -0.53 0.31
0.31 -0.50 0.12
0.33 1.57 -0.36
1.15 -0.29 0.15
0.44 -0.94 0.14
-0.57 1.55 -0.93
0.12 -1.27 0.75
0.17 -0.01 0.16
-0.52 0.55 -0.62
-0.10 0.15 0.01
-0.30 0.44 0.11
-0.17 -0.36 0.42
-0.20 0.05 -0.45
-0.13 -0.69 -0.47
-0.26 -0.06 0.17
0.10 0.55 -0.18
0.11 0.54 0.09
-0.35 -0.38 1.07
-0.17 -0.99 -0.12
-1.44 -0.72 0.22
2.84 -0.48 0.76
-2.69 -1.67 -0.78
4.23 3.17 1.63
-2.68 -0.31 1.60
0.45 -0.26 -0.47
0.19 -0.28 -0.05
-0.21 -0.05 0.16
-0.65 -0.49 0.40
0.82 0.13 0.18
-0.58 0.26 0.24
-0.17 0.61 -1.08
-0.61 0.64 -0.01
0.06 0.22 -0.84
0.25 -0.73 0.70
0.87 1.04 -1.83
0.08 0.05 0.32
-0.87 -1.07 -1.10
-0.32 0.15 -1.75
0.63 -1.71 1.10
-1.90 -2.70 0.14
1.16 3.24 2.08
-1.28 -1.16 -1.36
-2.13 -0.13 -1.03
0.70 0.20 0.17
-0.40 0.39 -0.21
-0.17 0.80 0.40
0.77 0.41 0.99
0.80 0.47 0.80
-0.18 -0.11 -0.60
0.29 -0.49 0.14
-0.13 -0.47 -0.64
0.76 0.75 -0.41
0.22 1.06 -0.33
0.17 -0.80 0.21
1.07 0.16 0.37
3.04 1.23 -2.46
1.61 2.99 3.96
0.09 -0.50 -1.13
1.33 1.36 -1.89
-1.38 0.99 2.72
2.24 -3.27 -1.36
-1.40 -0.04 1.43
-0.51 0.69 0.25
-0.68 0.42 1.04
0.09 0.29 0.17
-2.06 -0.02 -1.76
-1.65 -1.43 -0.78
-0.54 -0.68 -0.41
0.01 -0.51 0.62
-0.36 -0.43 0.37
-0.58 -0.29 -0.08
0.52 -0.55 -0.53
0.35 -0.18 -0.18
0.64 -0.05 0.85
0.41 -1.06 -0.39
-1.97 -1.18 -1.25
1.00 1.92 2.62
-2.16 -2.58 0.15
-1.31 1.22 0.33
-0.07 -0.03 -0.25
-0.26 -0.70 0.25
0.37 0.31 -0.28
-0.06 0.51 -0.03
-0.49 0.24 0.30
0.02 -0.67 -0.34
0.28 0.69 -0.01
-0.05 -0.50 0.15
1.09 0.18 -1.72
0.20 0.70 -0.24
1.50 0.19 -0.27
0.62 0.84 0.12
1.34 -0.08 0.32
0.11 1.52 1.45
-0.86 0.18 -0.70
2.46 -0.11 0.38
-1.69 -1.15 0.48
-0.74 0.93 1.39
-0.45 -0.33 -0.88
0.07 0.12 -0.30
0.39 -0.20 -0.54
0.40 0.51 -0.72
-0.47 -0.31 -0.41
-0.64 -0.25 -0.05
0.18 -1.02 -0.63
-0.51 0.04 0.52
-0.19 -0.23 0.48
0.24 -0.13 -0.38
0.05 0.68 -0.35
0.41 -0.21 -0.11
0.70 -0.03 0.25
0.98 0.70 -0.79
-0.64 -0.29 0.87
-1.14 -0.17 -1.00
3.06 0.09 3.24
-1.70 0.35 -0.25
-0.99 -0.45 -1.31
-0.63 -0.17 -0.79
1.58 -0.13 -1.05
0.26 0.74 1.08
-0.76 -0.05 -1.64
0.75 -0.22 0.28
-4.29 0.48 3.89
0.55 -1.23 -2.27
1.79 -0.20 0.90
0.36 0.38 -1.28
2.63 1.98 -1.37
-0.39 -0.33 0.34
-2.21 -1.20 -0.59
0.26 -0.34 1.42
1.62 -0.26 -1.22
0.01 -0.56 0.85
-1.13 -0.16 -0.21
-0.67 1.15 0.90

Calculated values
E_LUMO, eV: -9.76
Net charge: +7
Gap between HOMO and LUMO, eV: 1.50

***

Entry 3:
Density functional theory data (wB97M-V/def2-TZVPD) for a gas-phase ion, C6H7F4N2 (charge +1) in a non-equilibrium geometry.

CARTESIAN COORDINATES (ANGSTROEM)
C -1.429660 0.884241 0.590103
C -1.721831 -1.285951 -0.324273
C -0.808699 0.933106 1.790008
C 0.633264 -1.690809 -0.406699
C 1.055595 -0.801328 -1.509626
C -2.803846 -2.175916 -1.021446
N -2.002883 -0.090649 -0.085737
N -0.475686 -1.942664 0.184877
F 1.623821 -2.328463 0.059943
F -2.384153 -3.487095 -1.029591
F -3.976774 -1.982201 -0.467012
F -2.844133 -1.981071 -2.311519
H -1.594310 1.868068 0.223047
H -0.864411 0.001333 2.256753
H -0.621454 1.808862 2.351932
H 1.706070 -1.284237 -2.283140
H 1.631820 -0.063194 -1.015337
H 0.250112 -0.459433 -2.122152
H -0.622244 -2.777826 0.793072

Atomic forces in eV per Å
-3.14 0.63 -3.60
0.09 -5.62 -0.63
0.70 -1.61 2.50
0.47 -0.50 -0.70
-0.66 -1.06 -1.06
2.59 -0.90 0.57
1.25 5.65 1.35
-2.54 0.31 -1.38
1.66 -1.18 1.04
-0.44 0.17 1.78
-0.25 -0.42 -0.06
-0.70 1.72 -1.39
-0.39 0.71 -1.14
0.64 -1.22 1.50
0.46 0.75 0.06
-0.22 -0.26 1.25
0.55 1.26 0.15
-0.76 0.81 0.17
0.70 0.77 -0.39

Calculated values
E_LUMO (spin up / spin down), eV: -4.50 / -7.34
⟨S²⟩: 2.01
2S+1: 3
Net charge: +1
Gap between HOMO and LUMO (spin up / spin down), eV: 6.69 / 7.82